Density functional theory data (ωB97M-V/def2-TZVPD) for a molecular structure, C3H4LiO5Zn in a non-equilibrium geometry.

The geometry in ORCA input format:
```
! wB97M-V def2-TZVPD RIJCOSX def2/J DEFGRID3
* xyz 0 2
O -2.3382 -1.3731 0.8990
C -1.3341 -0.4102 0.8842
C -1.5606 0.7549 0.1142
O -0.7577 1.7258 -0.0315
H -2.8547 -1.2984 1.7068
H -0.8348 -0.2525 1.8514
H -2.3741 0.6780 -0.6320
Zn 1.0145 2.0693 0.3299
O 0.6715 -0.9775 -1.0813
C 1.8227 -0.4063 -1.0578
O 2.0075 0.6740 -0.3442
O 2.8243 -0.8951 -1.6402
Li 3.9066 0.5031 -0.8613
H -0.1930 -0.7923 -0.1373
*
```

HOMO level (spin up / spin down) = -6.91 / -8.61 eV
LUMO energy (spin up / spin down) = -0.70 / -0.90 eV

---

Density functional theory data (ωB97M-V/def2-TZVPD) for a molecular structure, C76H82Be3N16O22 in a non-equilibrium geometry.

The geometry in ORCA input format:
```
! wB97M-V def2-TZVPD RIJCOSX def2/J DEFGRID3
* xyz -2 1
Be 0.5922 -4.3861 4.2121
Be -1.8112 1.4589 -2.4540
Be -2.2747 -1.7537 -0.7822
O -0.2533 -5.7155 4.7035
C -0.5846 -6.4730 3.6001
C -0.2298 -5.8260 2.2263
O 0.2659 -4.4984 2.5072
H -1.6847 -6.7982 3.8186
H -0.0747 -7.5917 3.5246
H -1.0455 -5.8119 1.4689
H 0.6908 -6.4094 1.8010
O -6.7873 -1.3775 4.1191
C -7.6390 -0.6740 4.5315
C -3.7990 -1.6212 0.9495
O -2.5686 -2.0655 0.8361
H -7.5622 0.4276 4.3912
H -8.5498 -1.1196 4.9474
H -4.3320 -1.4993 -0.0405
H -4.4861 -1.4883 1.8507
C -5.5544 1.0932 -1.4732
C -4.1996 1.3900 -1.7477
C -3.5048 2.4117 -0.8444
O -2.2563 2.6117 -1.5271
C -4.0769 2.9684 0.1953
C -5.2152 2.5160 0.7317
C -6.3478 1.5024 -0.2624
O -7.5025 1.3109 0.2780
O -5.7441 3.0165 1.6386
O -3.3714 0.7437 -2.5394
H -6.1773 0.3130 -2.0090
H -3.6199 3.7938 0.7571
C 0.8060 -0.6077 0.6898
C 2.0301 0.0105 0.7911
C 2.6947 0.9839 -0.3957
O 3.9167 1.3540 -0.4333
C 1.7583 1.1852 -1.3536
C 0.5560 0.5375 -1.4973
C 0.0223 -0.2265 -0.4320
O -1.3447 -0.3956 -0.7726
O -0.2278 1.0061 -2.4315
O 2.6962 0.1184 1.7925
H 0.5704 -1.3133 1.5876
H 1.8606 2.0656 -1.9375
N 2.2247 -3.6980 4.6863
C 3.1027 -4.1635 5.6441
C 4.3451 -3.5977 5.7926
C 4.8616 -2.5425 5.0017
C 4.0924 -2.2720 3.9741
C 2.8111 -2.7944 3.8428
H 2.7113 -4.8891 6.3226
H 5.0206 -3.8883 6.5432
H 5.8603 -2.2122 5.1726
H 4.5851 -1.6295 3.2632
H 2.1963 -2.4948 2.9889
N 5.2696 5.0877 0.4482
C 5.7311 4.2911 1.3856
C 5.0000 3.9558 2.5115
C 3.7436 4.5436 2.7789
C 3.2103 5.3510 1.7663
C 3.9750 5.5573 0.6522
H 6.6439 3.8788 1.2358
H 5.3685 3.3213 3.2940
H 3.2051 4.3135 3.6752
H 2.2437 5.8529 1.8099
H 3.5713 6.1664 -0.1890
N -3.1798 -2.3394 -1.7245
C -3.2110 -3.6594 -1.3296
C -3.1838 -4.7039 -2.2527
C -3.2026 -4.5996 -3.6251
C -3.3627 -3.3022 -4.0253
C -3.2899 -2.2057 -3.0863
H -3.2571 -3.7358 -0.2409
H -3.0890 -5.7422 -1.9123
H -3.2126 -5.4800 -4.2626
H -3.4379 -2.9718 -5.0089
H -3.3142 -1.1918 -3.4201
N -5.6019 5.5683 -5.7861
C -5.0419 5.3922 -4.5891
C -3.9934 6.1511 -4.0631
C -3.4018 7.0203 -4.9636
C -3.9084 7.1976 -6.2107
C -5.0486 6.5378 -6.5246
H -5.4370 4.6382 -3.8998
H -3.5531 5.9001 -3.0862
H -2.5001 7.4581 -4.6748
H -3.4337 7.9517 -6.8720
H -5.4800 6.6866 -7.5028
N -6.6113 -4.9737 1.7173
C -7.1796 -4.7099 0.5093
C -7.6673 -5.6685 -0.3828
C -7.6331 -6.9995 0.0138
C -7.0933 -7.2954 1.2459
C -6.5264 -6.3016 2.0254
H -7.1064 -3.6387 0.3248
H -8.1683 -5.3430 -1.2409
H -8.0322 -7.7660 -0.6039
H -7.1658 -8.3215 1.6093
H -6.0337 -6.5379 2.9902
N -0.5902 -2.9602 4.9189
C -1.0888 -1.7572 4.5197
C -2.1519 -1.0588 5.0308
C -2.8412 -1.6375 6.1103
C -2.3012 -2.8322 6.5433
C -1.2571 -3.4730 5.9351
H -0.6080 -1.2693 3.6756
H -2.2929 -0.1032 4.6094
H -3.7465 -1.2605 6.5652
H -2.8197 -3.3530 7.2960
H -0.8855 -4.4261 6.2550
N -0.8103 3.4209 -4.7053
C -1.1983 3.4261 -5.9850
C -0.3701 3.7514 -7.0422
C 0.9574 4.0892 -6.7373
C 1.4001 3.9757 -5.4404
C 0.5009 3.5553 -4.4546
H -2.2802 3.1723 -6.1801
H -0.7032 3.8720 -8.0488
H 1.6518 4.4544 -7.5190
H 2.4180 4.1954 -5.2455
H 0.8534 3.4111 -3.4371
N 3.4131 -4.3184 1.4146
C 4.2119 -3.4714 0.7319
C 5.2891 -3.8784 -0.0412
C 5.6223 -5.2418 -0.1118
C 4.8342 -6.1340 0.6424
C 3.7398 -5.6341 1.3655
H 3.9644 -2.4074 0.7794
H 5.8914 -3.2042 -0.5772
H 6.5071 -5.5229 -0.7133
H 5.1228 -7.1452 0.7211
H 3.1100 -6.2407 1.9998
N -2.0462 0.3638 -4.7555
C -2.8669 0.3140 -5.8534
C -2.5160 -0.3295 -7.0429
C -1.3042 -1.0465 -7.0993
C -0.4917 -1.0024 -5.9941
C -0.8587 -0.2124 -4.8474
H -3.7950 0.9150 -5.8376
H -3.1154 -0.2968 -7.9293
H -1.0943 -1.6177 -8.0442
H 0.4934 -1.4348 -6.0541
H -0.1931 -0.0865 -3.9735
N 6.1304 -0.3127 -3.4598
C 4.8253 0.0456 -3.3743
C 3.9424 0.0127 -4.3931
C 4.4180 -0.4570 -5.6347
C 5.7081 -0.9477 -5.7350
C 6.5247 -0.8645 -4.6008
H 4.5568 0.3717 -2.3712
H 2.9379 0.3484 -4.2084
H 3.7976 -0.3463 -6.5313
H 6.1440 -1.4819 -6.5995
H 7.5321 -1.1695 -4.5688
N 2.7690 3.4251 7.4375
C 1.8205 3.4678 6.5245
C 1.5506 2.5822 5.4847
C 2.4228 1.5496 5.3057
C 3.5040 1.4896 6.1717
C 3.5993 2.4019 7.2166
H 1.1310 4.3612 6.6163
H 0.7503 2.7441 4.7921
H 2.4055 0.9670 4.4066
H 4.3137 0.7531 6.0428
H 4.3525 2.3152 8.0117
C 0.6500 -3.9664 -0.9421
N 0.3130 -3.5723 -2.2950
O 0.6460 -2.5140 -2.7979
O -0.2391 -4.4527 -2.8964
H 0.9586 -3.1009 -0.3153
H 1.4824 -4.6703 -0.9522
H -0.2558 -4.4563 -0.5695
C 5.9537 0.5884 1.9266
N 7.1003 -0.2979 2.2453
O 7.3581 -0.5657 3.3951
O 7.7995 -0.6509 1.3374
H 5.2889 0.6766 2.7859
H 5.3265 0.2301 1.1098
H 6.4248 1.5219 1.6501
C -0.2038 4.7913 -0.6050
N -0.2377 6.2232 -1.0468
O -1.3195 6.6306 -1.4024
O 0.7852 6.8794 -0.9564
H 0.3678 4.8501 0.3043
H 0.3306 4.2070 -1.3541
H -1.1699 4.3399 -0.4956
C 5.6276 3.4374 -2.4709
N 4.6986 3.6600 -3.6089
O 5.1081 3.3585 -4.6924
O 3.5571 4.0942 -3.3538
H 5.7792 4.3452 -1.9112
H 6.5252 3.0640 -3.0061
H 5.1302 2.6821 -1.8527
C -3.1640 5.1810 6.4427
N -1.7507 4.9564 6.0971
O -1.2939 3.9007 6.4481
O -1.1610 5.7847 5.4984
H -3.5397 5.7590 5.6242
H -3.1427 5.7282 7.3928
H -3.6744 4.2229 6.5255
*
```

HOMO level = 0.46 eV
LUMO energy = 3.17 eV

---

Density functional theory data (ωB97M-V/def2-TZVPD) for C4H8N2 in the gas phase in a non-equilibrium geometry.

The geometry in ORCA input format:
```
! wB97M-V def2-TZVPD RIJCOSX def2/J DEFGRID3
* xyz 0 1
C 1.1668 0.2349 0.7769
N 0.2044 0.4877 -0.2821
C -0.9551 1.2368 0.1663
C -0.0748 -0.6753 -1.0957
C -0.2611 -1.9441 -0.3432
N -0.3611 -2.9189 0.2717
H 1.2550 1.1304 1.3978
H 2.1517 0.0147 0.3502
H 0.8795 -0.6055 1.4324
H -1.5155 0.7692 0.9940
H -1.6390 1.3954 -0.6738
H -0.6148 2.2238 0.4995
H 0.7446 -0.8375 -1.8069
H -0.9806 -0.5114 -1.6871
*
```

HOMO level = -9.16 eV
LUMO energy = 0.86 eV
SMILES = CN(C)CC#N

---

Density functional theory data (ωB97M-V/def2-TZVPD) for 7 unconnected molecules or ions with the total composition C31H74B2ClFNO16P2 in a non-equilibrium geometry.

The geometry in ORCA input format:
```
! wB97M-V def2-TZVPD RIJCOSX def2/J DEFGRID3
* xyz -1 1
C -0.7727 5.4233 -6.2839
C -1.4201 4.9039 -4.9861
C -0.3076 4.2731 -4.1435
O 0.5585 4.9460 -3.7747
O -0.3822 2.9561 -3.8446
C -0.9482 2.8190 -2.4955
C -0.3030 1.6850 -1.7146
B 0.9885 2.1146 -0.7967
P 2.5557 1.5158 -1.8228
O 2.4879 0.1392 -2.3771
O 2.7808 2.5384 -3.0732
O 3.9890 1.6116 -0.9909
O 1.2112 3.5762 -0.7189
C 1.2794 4.0570 0.6200
C 0.4009 5.3651 0.5297
C 0.9539 6.5920 1.2239
O 1.3581 7.5218 0.6983
F 0.9206 6.5633 2.5731
B 2.8161 4.5707 0.7411
N 3.5146 4.8346 1.9801
O 3.4949 4.8217 -0.4418
C 0.7938 2.8456 1.5278
C -0.6084 2.8900 2.1413
Cl -0.8100 4.2757 3.3000
C -1.7396 2.8903 1.0924
C -2.5193 1.5737 1.1011
P 1.9677 2.2648 2.9013
C 3.3975 1.4299 2.1129
O 1.2002 1.0396 3.7378
O 0.9006 1.7561 0.6162
H -1.2886 6.3052 -6.6577
H 0.2662 5.6968 -6.1354
H -0.7944 4.6286 -7.0298
H -2.2393 4.2117 -5.1549
H -1.7609 5.7469 -4.3973
H -0.9408 3.7793 -1.9806
H -2.0064 2.5600 -2.6442
H -1.0687 1.3153 -1.0274
H -0.1182 0.8702 -2.4190
H 2.0859 3.2198 -3.0666
H 4.3094 0.6997 -0.9702
H -0.6320 5.2430 0.8638
H 0.3567 5.6255 -0.5195
H 4.3237 4.2390 2.1146
H 2.9044 4.7879 2.7893
H 4.3004 4.2827 -0.4049
H -0.7876 2.0128 2.7531
H -2.4357 3.6619 1.4322
H -1.4059 3.2076 0.1096
H -3.0365 1.5246 2.0610
H -1.8480 0.7280 1.0152
H -3.2749 1.5632 0.3201
H 4.0940 2.1182 1.6465
H 3.1116 0.6508 1.4055
H 3.9261 0.9321 2.9284
H 1.4565 1.0893 4.6610
C -3.7808 -3.6601 1.1471
C -2.7020 -2.6243 0.8697
C -1.3581 -3.0630 1.4319
O -3.0695 -1.3685 1.4398
H -3.9158 -3.8003 2.2245
H -4.7409 -3.3297 0.7458
H -3.5283 -4.6219 0.6997
H -2.6150 -2.4659 -0.2062
H -1.4155 -3.1819 2.5180
H -0.5949 -2.3100 1.2310
H -1.0365 -4.0110 0.9953
H -3.1501 -1.4858 2.3935
C 7.1763 4.1381 4.9826
C 7.6728 4.8731 3.7455
C 8.3149 6.2030 4.1133
O 6.5893 5.0927 2.8499
H 6.4153 4.7276 5.5013
H 6.7124 3.1910 4.7029
H 7.9933 3.9355 5.6787
H 8.3965 4.2511 3.2160
H 7.5898 6.8574 4.6048
H 8.6591 6.7210 3.2173
H 9.1654 6.0612 4.7836
H 5.9325 5.6414 3.2971
C -2.6383 -8.9389 -0.5335
C -3.4722 -7.7614 -1.0138
C -3.3047 -7.5420 -2.5101
O -3.0926 -6.5785 -0.3111
H -1.5740 -8.7604 -0.7123
H -2.7600 -9.0818 0.5408
H -2.9253 -9.8615 -1.0403
H -4.5242 -7.9394 -0.7845
H -2.2624 -7.3169 -2.7521
H -3.9017 -6.6914 -2.8414
H -3.6099 -8.4246 -3.0763
H -2.1630 -6.4050 -0.5033
C -5.9130 6.2696 -5.7636
C -5.1162 5.1830 -5.0565
C -6.0331 4.1567 -4.4083
O -4.2744 5.7693 -4.0668
H -6.5442 6.8093 -5.0519
H -5.2424 7.0009 -6.2171
H -6.5505 5.8495 -6.5439
H -4.4597 4.6866 -5.7725
H -6.6679 4.6296 -3.6534
H -5.4479 3.3891 -3.9003
H -6.6742 3.6743 -5.1485
H -4.8387 6.2141 -3.4233
C -4.6595 -12.2088 -2.6661
C -3.2006 -12.5387 -2.3877
C -2.7958 -13.8556 -3.0324
O -2.9870 -12.6103 -0.9778
H -5.3147 -12.9816 -2.2543
H -4.9362 -11.2668 -2.1896
H -4.8501 -12.1266 -3.7375
H -2.5658 -11.7351 -2.7647
H -3.3922 -14.6801 -2.6314
H -1.7508 -14.0810 -2.8165
H -2.9295 -13.8247 -4.1151
H -3.5439 -13.3173 -0.6317
C 3.5714 -1.6163 6.5706
C 4.1131 -1.8164 5.1630
C 5.2090 -2.8715 5.1376
O 4.6203 -0.5825 4.6616
H 4.3628 -1.2721 7.2430
H 2.7920 -0.8532 6.5748
H 3.1546 -2.5425 6.9704
H 3.3020 -2.1143 4.4975
H 6.0522 -2.5668 5.7648
H 5.5920 -2.9991 4.1245
H 4.8404 -3.8346 5.4955
H 5.3408 -0.2992 5.2369
*
```

HOMO level = -4.54 eV
LUMO energy = 1.75 eV